[1]
{"formula": "C56H46NO3PS4Te2Ti", "method": "wB97M-V/def2-TZVPD", "s2": 0.76, "homo_energy_ev": [-3.52, -3.50], "homo_lumo_gap_ev": [5.41, 5.39], "relative_energy_ev": 0.0000, "total_charge": -1, "multiplicity": 2, "elements": ["Ti", "S", "S", "S", "S", "C", "C", "C", "C", "C", "O", "C", "C", "C", "C", "C", "C", "C", "O", "C", "C", "C", "N", "C", "C", "Te", "C", "C", "C", "C", "C", "C", "C", "C", "C", "C", "C", "C", "H", "H", "H", "H", "H", "H", "H", "H", "H", "H", "H", "H", "H", "H", "H", "H", "H", "H", "H", "H", "H", "H", "H", "H", "O", "C", "C", "C", "C", "C", "C", "C", "P", "C", "C", "C", "C", "C", "C", "C", "C", "C", "C", "C", "C", "H", "H", "H", "H", "H", "H", "H", "H", "H", "H", "H", "H", "H", "H", "C", "Te", "C", "C", "C", "C", "C", "C", "C", "H", "H", "H", "H", "H", "H", "H", "H"], "xyz": [[-0.776, 0.193, 1.295], [-0.718, -1.776, 2.936], [-2.351, -0.669, 3.324], [-1.828, 1.153, 4.067], [-0.214, 1.649, 3.031], [-7.032, -2.195, 0.500], [-5.690, -1.670, 0.145], [-4.793, -2.488, -0.664], [-3.475, -2.144, -0.757], [-2.473, -3.083, -1.459], [-1.392, -3.343, -0.948], [-2.893, -3.682, -2.753], [-4.097, -3.342, -3.380], [-4.408, -3.712, -4.670], [-3.538, -4.606, -5.328], [-2.341, -4.984, -4.776], [-2.010, -4.499, -3.491], [-2.962, -0.984, -0.059], [-1.643, -1.007, 0.069], [-3.861, -0.002, 0.349], [-5.230, -0.486, 0.632], [-3.459, 1.435, 0.611], [-2.216, 1.689, 0.567], [-1.527, 2.896, 0.023], [-2.351, 3.704, -0.990], [-1.122, 4.288, -2.783], [-2.341, 2.867, -3.921], [-3.788, 2.985, -3.868], [-4.539, 2.121, -4.657], [-3.926, 1.091, -5.362], [-2.544, 0.987, -5.431], [-1.743, 1.885, -4.720], [-4.440, 2.499, 1.037], [-5.789, 2.514, 0.595], [-6.661, 3.434, 1.037], [-6.289, 4.409, 1.989], [-4.961, 4.467, 2.393], [-4.050, 3.512, 1.921], [-7.821, -1.465, 0.368], [-6.999, -2.630, 1.502], [-7.275, -3.107, -0.078], [-5.143, -3.395, -1.108], [-4.792, -2.594, -2.888], [-5.403, -3.435, -5.140], [-3.916, -5.085, -6.228], [-1.687, -5.674, -5.328], [-1.007, -4.729, -3.113], [-5.978, 0.022, 1.263], [-0.573, 2.546, -0.429], [-1.226, 3.525, 0.861], [-2.711, 4.606, -0.540], [-3.167, 3.110, -1.344], [-4.312, 3.806, -3.355], [-5.600, 2.239, -4.756], [-4.464, 0.353, -5.940], [-2.072, 0.247, -6.019], [-0.630, 1.696, -4.694], [-5.979, 1.762, -0.191], [-7.739, 3.360, 0.854], [-6.969, 5.248, 2.272], [-4.645, 5.153, 3.176], [-3.035, 3.600, 2.208], [1.406, -0.683, 1.438], [0.963, -0.038, 0.383], [1.624, 0.226, -0.819], [1.630, -0.623, -1.873], [2.352, -0.308, -2.991], [3.214, 0.840, -2.992], [3.290, 1.678, -1.926], [2.511, 1.404, -0.815], [2.573, 2.318, 0.779], [3.538, 3.820, 0.371], [4.766, 4.222, 0.954], [5.154, 5.551, 0.764], [4.293, 6.507, 0.173], [3.066, 6.094, -0.339], [2.736, 4.713, -0.353], [3.693, 1.358, 1.853], [4.556, 0.387, 1.380], [5.282, -0.310, 2.347], [5.296, 0.058, 3.699], [4.602, 1.176, 4.088], [3.812, 1.913, 3.124], [1.094, -1.573, -1.836], [2.321, -0.930, -3.893], [3.874, 0.915, -3.852], [4.028, 2.531, -1.891], [5.404, 3.511, 1.455], [6.157, 5.729, 1.066], [4.629, 7.554, 0.175], [2.464, 6.831, -0.850], [1.851, 4.301, -0.873], [4.553, 0.079, 0.327], [5.943, -1.166, 2.095], [5.893, -0.436, 4.476], [4.668, 1.502, 5.156], [3.276, 2.799, 3.364], [5.245, -4.344, 5.289], [3.164, -4.358, 4.657], [3.920, -5.356, 2.968], [5.423, -5.403, 3.051], [6.148, -5.816, 1.936], [7.525, -5.619, 1.888], [8.187, -5.038, 3.005], [7.470, -4.612, 4.111], [6.075, -4.757, 4.140], [5.335, -5.060, 6.131], [5.451, -3.287, 5.667], [3.644, -4.782, 2.012], [3.416, -6.324, 3.023], [5.693, -6.179, 1.028], [8.064, -5.923, 1.018], [9.261, -5.101, 3.089], [8.084, -4.257, 4.972]], "lowdin_charge": [0.3833, 0.1013, -0.0970, -0.0992, 0.0246, -0.0724, -0.2772, -0.0029, -0.0528, -0.2588, 0.1049, -0.1319, -0.0604, -0.0857, -0.1156, -0.0901, -0.0027, -0.2781, -0.2077, -0.0703, 0.0013, -0.1992, -0.0389, -0.2889, -0.4149, 1.1616, -0.5149, -0.1351, -0.1042, -0.1010, -0.0969, -0.1513, -0.1252, -0.0625, -0.1047, -0.0849, -0.0703, -0.0187, 0.0721, 0.0830, 0.0772, 0.1036, 0.1211, 0.1207, 0.0962, 0.1061, 0.1186, 0.1256, 0.0697, 0.0834, 0.0314, 0.0241, 0.1027, 0.0930, 0.0957, 0.0878, 0.1105, 0.1209, 0.1054, 0.1103, 0.1048, 0.0910, -0.1610, -0.4185, -0.2250, -0.0483, -0.0723, -0.1043, -0.1207, -0.2886, 1.1053, -0.3745, -0.0725, -0.0944, -0.1013, -0.0871, -0.1164, -0.3938, -0.0746, -0.0836, -0.1189, -0.0768, -0.0902, 0.1291, 0.0999, 0.0914, 0.1249, 0.0983, 0.0825, 0.0982, 0.0915, 0.0783, 0.1142, 0.1059, 0.0986, 0.1086, 0.0889, -0.4709, 1.1929, -0.5134, -0.2786, -0.0551, -0.0802, -0.0957, -0.0571, -0.2995, 0.0524, 0.0652, 0.0900, 0.0337, 0.1094, 0.0851, 0.0898, 0.1222]}

---

[2]
{"formula": "C56H47ClO8", "method": "wB97M-V/def2-TZVPD", "homo_energy_ev": -9.60, "homo_lumo_gap_ev": 8.42, "relative_energy_ev": 0.0000, "total_charge": 0, "smiles": "C#CC(=O)O[C@@H](CCCCCCC)C[C@@H](C)Cl.O=C1c2ccccc2C(=O)c2ccccc21.O=C1c2ccccc2C(=O)c2ccccc21.O=C1c2ccccc2C(=O)c2ccccc21", "elements": ["C", "C", "C", "O", "O", "C", "C", "C", "C", "C", "C", "C", "C", "C", "C", "C", "Cl", "H", "H", "H", "H", "H", "H", "H", "H", "H", "H", "H", "H", "H", "H", "H", "H", "H", "H", "H", "H", "H", "H", "H", "C", "C", "C", "C", "C", "C", "C", "O", "C", "C", "C", "C", "C", "C", "C", "O", "H", "H", "H", "H", "H", "H", "H", "H", "C", "C", "C", "C", "C", "C", "C", "O", "C", "C", "C", "C", "C", "C", "C", "O", "H", "H", "H", "H", "H", "H", "H", "H", "C", "C", "C", "C", "C", "C", "C", "O", "C", "C", "C", "C", "C", "C", "C", "O", "H", "H", "H", "H", "H", "H", "H", "H"], "xyz": [[0.818, -2.930, -1.214], [-0.052, -3.250, -1.996], [-1.001, -3.392, -3.223], [-0.934, -4.372, -3.914], [-1.880, -2.327, -3.498], [-1.078, -1.313, -4.223], [-1.766, -0.795, -5.534], [-3.263, -0.314, -5.407], [-4.331, -1.483, -5.173], [-5.201, -1.075, -3.880], [-5.862, -2.308, -3.138], [-4.796, -3.354, -2.574], [-4.022, -2.802, -1.290], [-0.594, -0.229, -3.174], [-1.164, 1.232, -3.321], [-2.423, 1.487, -2.356], [0.160, 2.359, -2.643], [1.486, -2.520, -0.417], [-0.145, -1.878, -4.554], [-1.081, -0.019, -6.005], [-1.765, -1.665, -6.269], [-3.531, 0.153, -6.412], [-3.453, 0.487, -4.642], [-3.829, -2.481, -5.058], [-5.070, -1.559, -6.031], [-4.560, -0.543, -3.105], [-5.951, -0.313, -4.259], [-6.661, -2.812, -3.763], [-6.372, -1.883, -2.211], [-4.113, -3.750, -3.373], [-5.399, -4.243, -2.195], [-3.419, -1.876, -1.543], [-3.274, -3.605, -0.992], [-4.758, -2.578, -0.470], [-0.907, -0.601, -2.146], [0.541, -0.211, -3.133], [-1.334, 1.598, -4.366], [-2.914, 0.504, -2.081], [-3.184, 2.170, -2.850], [-2.082, 1.956, -1.391], [-0.799, 11.042, 0.717], [-0.985, 11.607, -0.542], [-0.714, 10.866, -1.684], [-0.245, 9.560, -1.571], [-0.036, 9.002, -0.309], [-0.325, 9.743, 0.834], [0.511, 7.629, -0.173], [0.690, 7.141, 0.927], [0.843, 6.866, -1.401], [1.410, 5.598, -1.291], [1.712, 4.871, -2.433], [1.440, 5.403, -3.691], [0.881, 6.667, -3.806], [0.589, 7.406, -2.662], [0.025, 8.770, -2.798], [-0.209, 9.238, -3.897], [-1.020, 11.619, 1.609], [-1.344, 12.627, -0.632], [-0.866, 11.309, -2.662], [-0.177, 9.310, 1.817], [1.620, 5.178, -0.314], [2.157, 3.888, -2.345], [1.670, 4.830, -4.583], [0.676, 7.078, -4.788], [5.408, -7.048, -1.927], [4.100, -6.571, -1.916], [3.618, -5.886, -0.809], [4.441, -5.685, 0.297], [5.745, -6.184, 0.295], [6.229, -6.856, -0.825], [6.616, -6.020, 1.485], [7.753, -6.451, 1.483], [6.072, -5.329, 2.680], [6.856, -5.217, 3.826], [6.361, -4.561, 4.945], [5.084, -4.005, 4.921], [4.297, -4.119, 3.783], [4.785, -4.790, 2.663], [3.924, -4.937, 1.467], [2.805, -4.454, 1.447], [5.786, -7.575, -2.796], [3.455, -6.733, -2.773], [2.600, -5.513, -0.808], [7.245, -7.233, -0.836], [7.852, -5.644, 3.850], [6.970, -4.479, 5.838], [4.701, -3.487, 5.792], [3.302, -3.689, 3.771], [-2.281, 1.960, 8.007], [-1.894, 0.942, 8.875], [-1.323, -0.220, 8.374], [-1.147, -0.374, 7.001], [-1.557, 0.636, 6.130], [-2.114, 1.808, 6.637], [-1.421, 0.466, 4.662], [-1.775, 1.348, 3.902], [-0.855, -0.800, 4.137], [-0.773, -1.000, 2.761], [-0.233, -2.176, 2.261], [0.236, -3.155, 3.131], [0.153, -2.964, 4.503], [-0.402, -1.791, 5.010], [-0.519, -1.612, 6.478], [-0.113, -2.469, 7.241], [-2.719, 2.870, 8.399], [-2.037, 1.057, 9.943], [-1.019, -1.007, 9.055], [-2.422, 2.601, 5.965], [-1.134, -0.240, 2.077], [-0.175, -2.331, 1.190], [0.664, -4.069, 2.736], [0.516, -3.732, 5.177]], "lowdin_charge": [0.1145, 0.0168, -0.4442, 0.1480, -0.0710, -0.2584, -0.1330, -0.1822, -0.1756, -0.2029, -0.2124, -0.2486, -0.1166, -0.1706, -0.6064, -0.1299, 0.6339, 0.0734, 0.1521, 0.1271, 0.1314, 0.1159, 0.0816, 0.0912, 0.1118, 0.0815, 0.1153, 0.1087, 0.1080, 0.0856, 0.1062, 0.0470, 0.0761, 0.0767, 0.1177, 0.1042, 0.0911, 0.0576, 0.0880, 0.0634, -0.0590, -0.0590, -0.0005, -0.0843, -0.0835, 0.0000, -0.2790, 0.1049, -0.0818, 0.0019, -0.1509, -0.0724, 0.0028, -0.0848, -0.2800, 0.1013, 0.1069, 0.1069, 0.1206, 0.1207, 0.1235, 0.0611, 0.1080, 0.1205, -0.0538, -0.0521, 0.0019, -0.0821, -0.0827, 0.0024, -0.2783, 0.1067, -0.0826, 0.0030, -0.0530, -0.0515, 0.0058, -0.0812, -0.2691, 0.0758, 0.1085, 0.1100, 0.1095, 0.1217, 0.1218, 0.1088, 0.1100, 0.1099, -0.0576, -0.0582, -0.0004, -0.0846, -0.0832, 0.0012, -0.2794, 0.1047, -0.0833, 0.0079, -0.0474, -0.0542, 0.0015, -0.0837, -0.2798, 0.1011, 0.1074, 0.1072, 0.1206, 0.1214, 0.1204, 0.0751, 0.0957, 0.1209]}